No. 1
The following is a DFT calculation (the ωB97M-V functional and the def2-TZVPD basis) of 4 unconnected molecules or ions with the total composition C36H77N6O12P2 in a non-equilibrium geometry.

XYZ file:
```
133
Properties=species:S:1:pos:R:3:mulliken_charge:R:1
C -0.77 -0.40 -2.77 -0.4365
C -2.30 -0.36 -3.37 0.2947
N -3.18 -1.43 -3.17 -0.6829
C -2.90 0.93 -4.22 -0.4755
N -2.51 2.28 -3.61 0.3612
C -2.78 2.40 -2.10 -0.1971
C -2.48 3.77 -1.25 -0.4294
C -1.84 5.05 -2.11 0.5145
C -1.59 6.43 -1.24 -0.0205
O -2.55 7.39 -1.27 -0.4492
O -0.43 6.71 -0.38 -0.3355
P -0.21 5.48 0.84 -0.0787
P 1.19 3.91 0.18 0.7564
O 0.69 3.24 -1.20 -0.3778
O 1.27 2.55 1.32 -0.5148
O 2.80 4.61 0.03 -0.4144
C -1.53 4.91 -3.75 0.3762
C -0.92 6.19 -4.57 -0.9562
C 0.71 6.25 -4.69 -0.6175
C 1.53 5.84 -3.34 0.4012
N 3.00 6.23 -3.60 -0.6898
C -1.89 3.43 -4.44 0.1472
O -1.64 3.17 -5.89 -0.4058
C -0.18 3.24 -6.08 0.2528
C 0.49 1.98 -6.87 -0.1482
C -0.35 0.57 -6.79 -1.0130
C 2.00 1.76 -6.18 0.4401
C 2.86 3.18 -6.31 -0.6908
C 2.87 0.57 -6.90 -1.2939
H -0.62 -1.47 -2.30 0.2948
H -0.76 0.35 -1.85 0.1612
H 0.04 -0.11 -3.57 0.0775
H -2.68 -2.15 -2.60 0.2905
H -2.73 0.86 -5.37 0.3144
H -4.09 0.87 -4.07 0.3419
H -3.26 1.49 -1.51 0.3587
H -2.72 3.83 -0.09 0.4088
H 0.47 6.09 1.99 0.1597
H 2.00 1.91 1.01 0.3482
H 2.94 4.97 -0.91 0.3529
H -1.32 7.17 -4.02 0.4501
H -1.37 6.21 -5.67 0.3221
H 1.17 5.63 -5.58 0.1470
H 0.99 7.39 -4.92 0.4292
H 1.53 4.68 -3.21 0.0445
H 1.22 6.45 -2.39 -0.0542
H 3.04 6.52 -4.63 0.3131
H 3.61 5.37 -3.55 0.2879
H 0.39 3.33 -5.03 -0.2181
H 0.02 4.20 -6.76 0.2558
H 0.70 2.20 -8.01 0.2717
H -1.45 0.66 -7.23 0.3044
H -0.49 0.15 -5.69 0.0343
H 0.18 -0.27 -7.44 0.3638
H 1.85 1.59 -5.03 0.1215
H 2.82 3.75 -5.26 -0.0616
H 3.99 2.98 -6.60 0.3997
H 2.42 3.89 -7.15 0.2131
H 3.80 0.35 -6.18 0.3496
H 2.31 -0.46 -7.02 0.3066
H 3.37 0.91 -7.93 0.2799
C 9.74 6.83 -1.60 -0.7060
O 9.67 6.72 -0.19 -0.3350
C 8.51 7.35 0.37 -0.7900
C 7.53 6.30 0.91 -0.2356
N 6.90 5.54 -0.17 -0.2361
C 6.18 4.35 0.29 -0.4740
C 7.00 3.24 0.98 -0.6218
O 7.92 2.57 0.11 -0.4333
C 9.16 3.23 -0.05 -0.5191
H 10.73 6.48 -1.92 0.2352
H 9.00 6.19 -2.08 0.2894
H 9.62 7.86 -1.93 0.3409
H 8.02 8.02 -0.35 0.3962
H 8.86 7.97 1.20 0.3901
H 6.75 6.80 1.50 0.3810
H 8.09 5.64 1.58 0.1919
H 7.62 5.25 -0.83 0.0261
H 5.71 3.91 -0.60 0.2878
H 5.36 4.66 0.95 0.3321
H 6.29 2.47 1.31 0.3448
H 7.50 3.59 1.89 0.3864
H 9.47 3.78 0.84 0.2784
H 9.12 3.90 -0.92 0.1555
H 9.92 2.48 -0.27 0.3050
C -4.57 -7.28 1.80 -0.6378
O -4.92 -5.97 2.23 -0.3804
C -4.18 -5.52 3.37 -0.7722
C -3.20 -4.40 2.98 -0.0396
N -2.10 -4.92 2.16 -0.3259
C -1.30 -3.86 1.53 -0.9247
C -2.01 -2.94 0.52 -0.2025
O -2.42 -3.59 -0.68 -0.4238
C -3.67 -4.26 -0.59 -0.6623
H -5.30 -7.60 1.05 0.2678
H -3.58 -7.29 1.34 0.3043
H -4.60 -7.99 2.64 0.2469
H -3.66 -6.35 3.88 0.4244
H -4.91 -5.12 4.08 0.2904
H -2.79 -3.95 3.89 0.3864
H -3.78 -3.64 2.45 0.1383
H -2.48 -5.51 1.43 0.0784
H -0.48 -4.37 1.00 0.4022
H -0.83 -3.25 2.31 0.4075
H -1.27 -2.18 0.21 0.2709
H -2.84 -2.38 0.97 0.3289
H -4.36 -3.76 0.09 0.3458
H -3.51 -5.30 -0.30 0.1735
H -4.11 -4.27 -1.59 0.3396
C -6.55 -10.74 8.37 -0.7110
O -6.91 -9.43 8.80 -0.3305
C -6.16 -8.98 9.94 -0.8077
C -5.19 -7.86 9.55 -0.1592
N -4.09 -8.37 8.73 -0.3131
C -3.28 -7.32 8.10 -0.8568
C -3.99 -6.39 7.09 -0.4925
O -4.40 -7.05 5.89 -0.2849
C -5.65 -7.72 5.98 -0.7117
H -7.28 -11.05 7.62 0.2334
H -5.56 -10.74 7.91 0.3004
H -6.58 -11.44 9.21 0.3406
H -5.65 -9.81 10.45 0.3936
H -6.90 -8.58 10.65 0.3924
H -4.78 -7.41 10.46 0.3945
H -5.76 -7.10 9.02 0.1477
H -4.46 -8.97 8.00 0.0700
H -2.47 -7.83 7.57 0.3811
H -2.82 -6.71 8.88 0.4215
H -3.26 -5.64 6.78 0.3108
H -4.82 -5.84 7.54 0.4089
H -6.35 -7.22 6.66 0.3587
H -5.49 -8.76 6.28 0.1599
H -6.10 -7.73 4.98 0.3424
```

Results
Gap between HOMO and LUMO, hartree: 0.1843
Net charge: +1
Strongest force on any atom, eV Å⁻¹: 9.7

***

No. 2
The following is a DFT calculation (the ωB97M-V functional and the def2-TZVPD basis) of 10 unconnected molecules or ions with the total composition C36H78Cl3NO11S10 in a non-equilibrium geometry.

XYZ file:
```
139
Properties=species:S:1:pos:R:3:mulliken_charge:R:1
C 3.66 -1.19 1.07 -0.8818
C 4.13 -1.34 -0.42 1.1257
C 5.52 -1.82 -0.59 -0.4836
C 6.14 -2.03 -1.89 -0.5599
C 5.28 -1.77 -3.06 -0.8704
C 3.92 -1.30 -2.91 -0.3176
C 3.28 -1.04 -1.60 0.1392
C 1.81 -0.52 -1.46 -0.3368
C 1.63 1.06 -1.54 0.1037
S 2.26 1.72 0.09 -0.1214
N 2.69 1.48 -2.47 0.3325
C 2.34 1.45 -3.82 -0.3743
O 3.00 1.36 -4.82 -0.6472
C 0.73 1.54 -3.73 0.0228
Cl 0.19 0.13 -4.73 -0.1501
C 0.34 1.70 -2.21 1.2924
C 0.23 3.26 -1.90 -1.4815
C 1.24 4.26 -2.55 -0.9167
C 2.51 4.61 -1.67 -0.5498
O 2.16 4.98 -0.32 -0.4674
C -1.13 1.19 -1.91 -1.3260
Cl -1.38 -0.61 -1.91 -0.0663
C -1.84 1.72 -0.60 0.4783
C -3.28 1.00 -0.58 -1.2758
Cl -1.06 1.21 0.96 -0.0911
H 3.94 -2.17 1.56 0.4617
H 4.21 -0.32 1.50 0.3470
H 2.56 -1.02 1.07 -0.6845
H 6.14 -2.01 0.33 0.2507
H 7.20 -2.36 -2.00 0.3972
H 5.76 -1.93 -4.05 0.3475
H 3.35 -1.11 -3.85 0.2921
H 1.32 -0.96 -0.55 -0.5716
H 1.25 -0.95 -2.34 0.8216
H 1.70 0.92 1.07 0.1558
H 3.64 1.64 -2.16 0.4126
H 0.35 2.42 -4.32 0.5696
H 0.22 3.47 -0.80 0.4911
H -0.80 3.57 -2.26 0.3988
H 0.70 5.25 -2.64 0.5197
H 1.63 4.04 -3.57 0.2720
H 3.33 3.85 -1.73 0.1842
H 2.94 5.55 -2.14 0.4667
H 2.94 4.76 0.21 0.2278
H -1.76 1.59 -2.76 0.6407
H -2.11 2.81 -0.63 0.4696
H -3.97 1.72 -0.04 0.4179
H -3.29 0.07 0.04 0.2483
H -3.71 0.88 -1.60 0.2494
C 3.04 5.73 3.63 -0.8951
S 3.34 6.71 2.15 0.6785
O 4.60 6.21 1.53 -0.6329
C 3.74 8.24 3.02 -1.0082
H 2.80 4.72 3.32 0.2399
H 3.93 5.73 4.26 0.3616
H 2.19 6.16 4.17 0.3271
H 4.59 8.08 3.69 0.3057
H 2.87 8.58 3.58 0.3484
H 4.01 9.00 2.28 0.3269
C 4.13 -6.50 -1.39 -1.0415
S 4.09 -4.72 -1.09 0.8301
O 4.19 -4.52 0.39 -0.6916
C 2.36 -4.50 -1.55 -0.5129
H 5.12 -6.87 -1.13 0.1458
H 3.38 -7.00 -0.78 0.4179
H 3.95 -6.69 -2.45 0.3965
H 1.73 -5.13 -0.93 0.3874
H 2.23 -4.76 -2.60 0.4734
H 2.10 -3.45 -1.40 -0.3527
C 1.04 -3.65 1.95 -0.7067
S -0.07 -2.25 1.70 0.6568
O 0.64 -1.03 2.21 -0.6043
C -1.27 -2.73 2.95 -1.0251
H 1.89 -3.54 1.29 -0.1819
H 1.38 -3.67 2.98 0.3162
H 0.51 -4.57 1.71 0.4595
H -0.78 -2.81 3.93 0.3268
H -1.72 -3.68 2.68 0.4272
H -2.04 -1.96 3.00 0.3186
C 0.08 -0.74 6.79 -0.8134
S -0.80 -2.29 7.03 0.4049
O -1.50 -2.61 5.74 -0.6145
C -2.04 -1.64 8.16 -0.9550
H 0.88 -0.91 6.08 0.3666
H -0.60 0.01 6.40 0.1022
H 0.50 -0.42 7.74 0.4355
H -2.58 -0.82 7.69 0.2665
H -1.55 -1.28 9.07 0.3859
H -2.73 -2.44 8.42 0.3403
C 7.87 -8.83 -3.50 -1.0041
S 7.52 -7.63 -2.20 0.5453
O 6.63 -6.59 -2.79 -0.5720
C 9.18 -6.94 -2.13 -1.0068
H 6.95 -9.36 -3.74 0.3118
H 8.24 -8.32 -4.39 0.3175
H 8.62 -9.54 -3.14 0.3800
H 9.46 -6.55 -3.11 0.3108
H 9.88 -7.71 -1.82 0.3872
H 9.18 -6.13 -1.40 0.3227
C -4.69 2.56 -5.20 -0.8045
S -5.32 3.73 -3.98 0.4085
O -4.44 3.65 -2.78 -0.5412
C -6.83 2.82 -3.60 -0.8216
H -3.73 2.92 -5.55 0.3163
H -4.58 1.58 -4.74 0.1375
H -5.39 2.51 -6.04 0.3837
H -6.57 1.81 -3.25 0.2137
H -7.45 2.75 -4.49 0.3791
H -7.37 3.35 -2.82 0.3289
C -4.53 -2.86 -2.81 -0.7039
S -6.00 -2.24 -1.97 0.4118
O -5.65 -0.89 -1.41 -0.5226
C -5.94 -3.41 -0.60 -0.8914
H -4.35 -2.23 -3.68 0.2763
H -3.67 -2.80 -2.14 0.0903
H -4.69 -3.89 -3.13 0.4306
H -4.99 -3.33 -0.08 0.1913
H -6.06 -4.43 -0.99 0.3896
H -6.75 -3.19 0.08 0.3220
C -11.19 1.22 -4.26 -0.8727
S -11.29 2.77 -3.35 0.4671
O -10.14 3.62 -3.79 -0.5696
C -10.86 2.08 -1.74 -0.8427
H -11.38 1.42 -5.31 0.3199
H -10.19 0.79 -4.14 0.2400
H -11.94 0.53 -3.87 0.3651
H -9.89 1.60 -1.79 0.2097
H -11.63 1.36 -1.44 0.3749
H -10.83 2.90 -1.02 0.3173
C -0.93 4.30 9.00 -1.0204
S -0.89 2.85 7.92 0.5495
O 0.16 1.93 8.44 -0.5852
C -0.19 3.71 6.49 -0.9278
H -1.30 3.98 9.97 0.3313
H 0.08 4.70 9.11 0.3140
H -1.60 5.05 8.58 0.3721
H 0.77 4.15 6.76 0.3013
H -0.88 4.48 6.15 0.3912
H -0.04 2.98 5.69 0.3052
```

Results
Gap between HOMO and LUMO, hartree: 0.3005
Net charge: 0
Strongest force on any atom, eV Å⁻¹: 3.5

***

No. 3
The following is a DFT calculation (the ωB97M-V functional and the def2-TZVPD basis) of a molecular structure, C36H78F2N5O5S2 in a non-equilibrium geometry.

XYZ file:
```
128
Properties=species:S:1:pos:R:3:mulliken_charge:R:1
C 4.33 -1.62 -0.49 -1.3858
C 4.16 -3.07 -1.01 -0.2721
C 3.09 -3.08 -2.07 -0.3374
N 2.77 -4.37 -2.84 0.3513
C 2.44 -5.45 -1.77 -1.0162
C 1.12 -5.19 -1.02 -0.1009
C 0.00 -5.12 -2.08 -0.8115
C 0.23 -4.00 -3.07 0.0677
C 1.58 -4.21 -3.75 -0.8461
C 3.98 -4.83 -3.55 -0.9503
H 4.45 -0.88 -1.26 0.3682
H 5.21 -1.58 0.13 0.4876
H 3.43 -1.32 0.07 0.1614
H 3.92 -3.67 -0.14 0.2301
H 5.14 -3.45 -1.27 0.3763
H 3.35 -2.38 -2.84 0.5155
H 2.18 -2.71 -1.57 -0.1281
H 3.26 -5.61 -1.07 0.4918
H 2.42 -6.37 -2.34 0.5596
H 1.16 -4.32 -0.38 0.0023
H 0.89 -6.02 -0.34 0.3986
H -1.00 -4.97 -1.65 0.4301
H 0.08 -6.02 -2.71 0.2751
H 0.22 -2.98 -2.64 -0.1861
H -0.57 -4.02 -3.83 0.4488
H 1.77 -3.40 -4.48 0.3969
H 1.47 -5.15 -4.31 0.3627
H 3.78 -5.70 -4.17 0.4226
H 4.74 -5.03 -2.78 0.4160
H 4.37 -3.99 -4.15 0.3420
C -0.17 6.03 -1.96 -1.3719
C 0.30 4.84 -2.85 -0.0754
C 1.29 3.95 -2.09 -0.1854
N 1.82 2.74 -2.85 0.3742
C 2.42 3.10 -4.20 -0.8365
C 3.66 3.93 -4.14 -0.8553
C 4.71 3.25 -3.21 -0.7410
C 4.15 2.95 -1.83 -0.5804
C 2.92 2.04 -1.95 -0.1605
C 0.69 1.73 -3.12 -1.1354
H 0.61 6.73 -1.67 0.4232
H -0.70 5.62 -1.12 0.2371
H -0.90 6.65 -2.52 0.3826
H 0.81 5.21 -3.75 0.2595
H -0.62 4.25 -3.05 0.1464
H 0.87 3.54 -1.17 -0.1892
H 2.17 4.51 -1.78 0.4260
H 1.61 3.55 -4.77 0.5842
H 2.60 2.07 -4.53 0.5617
H 3.39 4.95 -3.89 0.3166
H 3.93 3.89 -5.17 0.4890
H 5.59 3.89 -3.18 0.4479
H 5.02 2.32 -3.70 0.2645
H 4.02 3.88 -1.24 0.3784
H 4.95 2.44 -1.29 0.4758
H 2.44 1.78 -0.99 -0.2413
H 3.17 1.13 -2.49 0.3328
H 1.21 0.81 -3.43 0.4475
H 0.18 2.17 -3.93 0.5140
H 0.16 1.68 -2.18 0.2092
C 2.35 -3.39 3.26 -1.2909
C 1.85 -2.49 4.37 -0.0829
C 0.38 -2.22 4.13 -0.3964
N -0.25 -1.24 5.10 0.3596
C 0.30 0.17 5.00 -0.0594
C -0.43 1.19 5.86 -1.0130
C -1.91 1.23 5.39 -0.0741
C -2.54 -0.18 5.59 -0.8502
C -1.76 -1.16 4.73 -0.4130
C -0.09 -1.79 6.46 -1.0683
H 3.44 -3.53 3.30 0.4381
H 2.09 -2.99 2.28 0.1416
H 1.86 -4.39 3.33 0.3893
H 2.37 -1.53 4.31 0.3155
H 2.01 -2.95 5.34 0.4030
H -0.15 -3.13 4.32 0.5457
H 0.09 -1.92 3.11 -0.2408
H 0.30 0.39 3.92 -0.0629
H 1.36 0.15 5.32 0.3650
H 0.01 2.14 5.55 0.5471
H -0.28 0.95 6.90 0.3651
H -1.88 1.50 4.34 -0.1829
H -2.41 1.97 6.03 0.3925
H -3.59 -0.18 5.24 0.4715
H -2.54 -0.57 6.62 0.4201
H -1.69 -0.82 3.69 0.1889
H -2.16 -2.17 4.83 0.4904
H 0.95 -1.63 6.72 0.4347
H -0.32 -2.84 6.42 0.3014
H -0.69 -1.35 7.27 0.4228
C -3.94 3.88 -0.92 -1.6787
C -4.33 2.41 -1.07 1.4606
C -3.09 1.57 -1.34 -0.4801
C -3.24 0.08 -1.27 -1.5789
C -3.63 -0.26 0.16 -0.3154
C -4.94 0.38 0.65 1.2349
N -4.92 1.89 0.15 1.1420
O -5.59 2.68 0.77 -0.3929
C -5.15 0.36 2.17 -1.6711
C -6.20 -0.07 -0.13 -1.4115
C -5.47 2.22 -2.15 -1.5338
H -4.82 4.48 -0.83 0.5368
H -3.43 4.11 -1.86 0.4024
H -3.15 4.10 -0.20 0.2301
H -2.33 1.85 -0.62 -0.2662
H -2.64 1.94 -2.26 0.6691
H -2.33 -0.44 -1.54 0.5086
H -4.11 -0.27 -1.85 0.4391
H -2.89 0.08 0.89 -0.2414
H -3.62 -1.34 0.27 0.6056
H -4.24 0.58 2.72 0.1954
H -5.56 -0.64 2.36 0.4385
H -5.95 0.96 2.60 0.4938
H -6.13 0.02 -1.21 0.2746
H -7.05 0.54 0.18 0.4054
H -6.45 -1.11 0.09 0.3925
H -5.62 1.20 -2.51 0.3392
H -5.22 2.80 -3.05 0.4077
H -6.41 2.58 -1.73 0.4481
N 0.02 1.42 0.66 0.1614
S -0.66 2.40 1.63 0.6662
O 0.02 2.74 2.80 -0.5407
O -2.09 2.34 1.63 -0.4607
F -0.36 3.73 0.66 -0.4344
S 0.50 -0.06 0.87 1.0308
O -0.51 -1.03 1.19 -0.7734
O 1.76 -0.14 1.49 -0.6614
F 0.81 -0.31 -0.73 -0.2682
```

Results
Gap between HOMO and LUMO, hartree: 0.3049
Net charge: +3
Strongest force on any atom, eV Å⁻¹: 3.8

***

no.,E_HOMO (Eh)
1,-0.360
2,-0.288
3,-0.616